# C3H6

The molecule C3H6 at a distorted geometry (ωB97M-V/def2-TZVPD, OMol25).

Summary:
Charge: 0
Gap between HOMO and LUMO (eV): 11.04
Structure (SMILES): C=CC
ΔE to the lowest compared entry with this formula, charge and spin (kcal/mol): 10.1

Geometry (Å):
1 C 1.1206 -0.7175 0.2667
2 C 0.0693 -0.3599 -0.4824
3 C -0.8537 0.7578 -0.0808
4 H 1.8095 -1.5350 0.1747
5 H 1.1891 -0.3587 1.2988
6 H -0.1291 -0.7129 -1.5025
7 H -1.9503 0.5613 -0.1165
8 H -0.6625 0.6801 1.0242
9 H -0.5930 1.6847 -0.5821

---

# C3H6Br2OS

A structure of composition C3H6Br2OS at a distorted geometry (ωB97M-V/def2-TZVPD, OMol25).

Summary:
Charge: 0
2S+1: 3
Gap between HOMO and LUMO (spin up / spin down) (eV): 8.21 / 6.26
⟨S²⟩: 2.010

Geometry (Å):
1 C 1.5827 -0.5529 -0.9138
2 C -1.2031 -0.4597 -1.1028
3 C -0.2578 0.4424 1.3971
4 O 0.2220 1.7463 -0.8756
5 S 0.2208 0.4103 -0.3660
6 Br 3.3656 1.0200 0.4226
7 Br 1.5174 -2.1463 0.0455
8 H -0.9592 -0.6849 -2.1343
9 H -1.3948 -1.3731 -0.5548
10 H -2.0528 0.2133 -1.0619
11 H 0.4372 1.0988 1.9065
12 H -1.2614 0.8459 1.4350
13 H -0.2165 -0.5602 1.8026

---

# C3H6BrCl3Si

A cluster of 2 separate species, C3H6BrCl3Si in total at a distorted geometry (ωB97M-V/def2-TZVPD, OMol25).

Summary:
Charge: 0
Gap between HOMO and LUMO (eV): 9.89
Structure (SMILES): Cl[SiH](Cl)Cl.C/C=C/Br
ΔE to the lowest compared entry with this formula, charge and spin (kcal/mol): 60.4

Geometry (Å):
1 Cl -4.6206 -0.7039 2.6489
2 Si -2.9000 -1.5731 2.6945
3 Cl -1.9529 -0.8517 4.3026
4 Cl -3.0016 -3.5257 2.5777
5 H -2.2041 -1.3754 1.6711
6 C -0.1654 0.1494 0.8639
7 C 0.0594 -0.4809 -0.4793
8 C -0.0643 -1.8441 -0.3637
9 Br -0.5376 -3.0901 -1.7892
10 H -0.1458 -0.6695 1.5946
11 H 0.6208 0.9160 1.0414
12 H -1.2036 0.5292 0.7905
13 H -0.4244 -0.0621 -1.3111
14 H -0.1857 -2.4837 0.5496

---

# C3H6BrFO

A cluster of 2 separate species, C3H6BrFO in total at a distorted geometry (ωB97M-V/def2-TZVPD, OMol25).

Summary:
Charge: 0
Gap between HOMO and LUMO (eV): 9.89
ΔE to the lowest compared entry with this formula, charge and spin (kcal/mol): 92.6

Geometry (Å):
1 C -1.1205 -0.6410 -0.2717
2 C -0.6756 0.8814 0.4852
3 C 0.4336 0.0439 0.3692
4 O -0.7134 1.9087 -0.3751
5 F 1.1631 0.6439 -0.7217
6 Br 3.0314 -2.2589 0.6884
7 H -1.6145 -1.1053 0.5883
8 H -1.9286 -0.1307 -0.9750
9 H -0.4160 -1.3046 -0.7925
10 H -1.4822 0.9008 1.1658
11 H 3.2512 -0.9381 0.7293
12 H 0.0715 1.9998 -0.8901

---

# C3H6BrFO

A cluster of 2 separate species, C3H6BrFO in total at a distorted geometry (ωB97M-V/def2-TZVPD, OMol25).

Summary:
Charge: 0
Gap between HOMO and LUMO (spin up / spin down) (eV): 8.22 / 8.22
ΔE to the lowest compared entry with this formula, charge and spin (kcal/mol): 73.7

Geometry (Å):
1 C 1.0223 0.4498 0.9128
2 C 0.8455 -0.3975 -0.2708
3 C -1.5914 -0.5235 -0.3313
4 O 1.0865 0.2301 -1.4776
5 F -2.0144 -1.2064 0.8223
6 Br -2.6329 0.9943 -0.5093
7 H 2.1497 0.3953 1.3725
8 H 0.7642 1.5068 0.5368
9 H 0.3567 0.1042 1.8030
10 H 0.8386 -1.4402 -0.3120
11 H -1.9298 -1.2818 -1.1408
12 H 1.1050 1.1689 -1.4058

---

# C3H6BrN2O

The ion C3H6BrN2O with charge +1 at a distorted geometry (ωB97M-V/def2-TZVPD, OMol25).

Summary:
Charge: +1
2S+1: 3
Gap between HOMO and LUMO (spin up / spin down) (eV): 9.19 / 6.67
ΔE to the lowest compared entry with this formula, charge and spin (kcal/mol): 0.0
⟨S²⟩: 2.009

Geometry (Å):
1 C -1.5948 -0.4765 1.3939
2 C 0.9423 -0.8549 -1.1069
3 C 0.5925 1.1870 0.2060
4 N -0.6668 -0.7708 0.5174
5 N 0.2605 -0.1777 -0.0546
6 O -1.8909 -0.5917 2.5034
7 Br -3.0408 0.0920 -0.0918
8 H 2.0048 -0.9507 -0.8672
9 H 0.8696 -0.2808 -2.0347
10 H 0.5179 -1.8470 -1.2548
11 H -0.0502 1.8409 -0.3971
12 H 1.6275 1.3876 -0.0680
13 H 0.4283 1.4424 1.2543

---

# C3H6BrNO2S2

A structure of composition C3H6BrNO2S2 at a distorted geometry (ωB97M-V/def2-TZVPD, OMol25).

Summary:
Charge: 0
2S+1: 3
Gap between HOMO and LUMO (spin up / spin down) (eV): 6.20 / 6.08
⟨S²⟩: 2.015

Geometry (Å):
1 C 0.3798 0.0850 -1.6517
2 C 0.5931 -0.2318 1.6296
3 C -0.6234 -0.2888 -0.6313
4 N -1.3637 0.6105 0.0244
5 O -0.8697 1.7815 0.1152
6 O -2.3485 0.2837 0.6929
7 S 2.0648 -0.5878 -1.3475
8 S 0.4986 1.4031 1.8693
9 Br -1.3565 -2.0227 -0.6488
10 H 0.0814 -0.2742 -2.6381
11 H 0.4956 1.1685 -1.6662
12 H -0.1158 -0.9178 2.0552
13 H 1.5301 -0.6041 1.2536
14 H 1.7388 -1.8702 -1.5271
15 H -0.7045 1.4652 2.4705

---

# C3H6BrNO4

A cluster of 2 separate species, C3H6BrNO4 in total at a distorted geometry (ωB97M-V/def2-TZVPD, OMol25).

Summary:
Charge: 0
2S+1: 3
Gap between HOMO and LUMO (spin up / spin down) (eV): 6.12 / 7.51
ΔE to the lowest compared entry with this formula, charge and spin (kcal/mol): 29.7
⟨S²⟩: 2.006

Geometry (Å):
1 C 0.5404 0.1453 1.9374
2 C 1.1737 -0.6256 1.0431
3 C -1.0471 -1.0074 -1.0395
4 N -0.8236 0.1683 -1.4961
5 O -1.2301 1.2723 -1.0658
6 O -0.1381 0.1357 -2.7401
7 O 0.7619 1.4974 2.0867
8 O -1.6764 -0.9783 0.1565
9 Br 2.5950 -0.1481 -0.0973
10 H -0.3293 -0.1252 2.5972
11 H 0.0110 1.1620 -2.8387
12 H 1.0433 -1.6481 1.0661
13 H -0.8637 -1.7952 -1.6319
14 H 1.5818 1.8915 1.6842
15 H -1.5987 0.0554 0.3383

---

# C3H6CaO3

A structure of composition C3H6CaO3 at a distorted geometry (ωB97M-V/def2-TZVPD, OMol25).

Summary:
Charge: 0
Gap between HOMO and LUMO (eV): 6.53
ΔE to the lowest compared entry with this formula, charge and spin (kcal/mol): 13.4

Geometry (Å):
1 C 1.6669 -0.9141 0.0270
2 O 0.4293 -0.2461 0.1776
3 C -0.7480 -1.0446 0.0492
4 C -1.8786 -0.0182 0.2530
5 O -3.0397 -0.3962 0.2117
6 H 2.4589 -0.1706 0.1630
7 H 1.7632 -1.7062 0.7837
8 H 1.7411 -1.3556 -0.9773
9 H -0.7612 -1.8325 0.8216
10 H -0.7891 -1.5054 -0.9527
11 Ca -0.4416 1.7362 0.5631
12 O 0.0430 3.3216 -0.4883
13 H -0.4441 4.1316 -0.6315

---

# C3H6Cl2

The molecule C3H6Cl2 at a distorted geometry (ωB97M-V/def2-TZVPD, OMol25).

Summary:
Charge: 0
Gap between HOMO and LUMO (eV): 10.81
Structure (SMILES): C[C@@H](Cl)CCl
ΔE to the lowest compared entry with this formula, charge and spin (kcal/mol): 96.3

Geometry (Å):
1 C -0.1169 1.2519 -0.5254
2 C -0.6046 -0.1184 -0.0244
3 Cl -2.0067 -1.1309 -0.7150
4 C 0.4534 -1.2332 0.5355
5 Cl 1.7418 -1.0471 -0.7983
6 H -0.7043 2.2666 -0.5800
7 H 0.7828 1.4228 -1.3925
8 H 0.8465 1.4768 0.3037
9 H -1.0142 0.5866 1.0257
10 H -0.0948 -2.4017 0.5192
11 H 0.7170 -1.0734 1.6516

---

# C3H6Cl2OSi

The molecule C3H6Cl2OSi at a distorted geometry (ωB97M-V/def2-TZVPD, OMol25).

Summary:
Charge: 0
Gap between HOMO and LUMO (eV): 10.73
Structure (SMILES): C=C[Si](Cl)(Cl)OC
ΔE to the lowest compared entry with this formula, charge and spin (kcal/mol): 0.0

Geometry (Å):
1 C 0.7390 -0.9270 -1.9581
2 C 1.5823 -0.6480 -0.9915
3 Si 1.3167 -1.2626 1.1724
4 Cl 3.0442 -1.3613 2.1526
5 Cl 0.3428 -3.0331 1.0480
6 O 0.4324 -0.2137 2.0258
7 C -0.8911 0.2019 1.8039
8 H 0.9308 -0.6008 -2.9732
9 H -0.1689 -1.4867 -1.8069
10 H 2.4901 -0.0920 -1.1626
11 H -0.9003 1.0088 1.0694
12 H -1.2896 0.5612 2.7501
13 H -1.5040 -0.6220 1.4357

---

# C3H6Cl2OSi

The molecule C3H6Cl2OSi at a distorted geometry (ωB97M-V/def2-TZVPD, OMol25).

Summary:
Charge: 0
Gap between HOMO and LUMO (eV): 9.61
Structure (SMILES): C=C[Si@@](C)(Cl)OCl
ΔE to the lowest compared entry with this formula, charge and spin (kcal/mol): 82.7

Geometry (Å):
1 C 1.3993 0.7708 0.9172
2 C 0.5383 1.5926 0.3173
3 Si -0.4024 1.0660 -1.1793
4 C -1.2269 -1.0579 -0.7300
5 Cl -1.9901 2.3264 -1.6488
6 O 0.6945 1.1443 -2.3971
7 Cl 1.0221 0.4917 -3.9022
8 H 1.7691 0.8069 1.9589
9 H 1.8971 -0.0588 0.2973
10 H -0.0042 2.2806 0.9164
11 H -1.7000 -0.9262 0.2353
12 H -1.8313 -1.5049 -1.5560
13 H -0.4783 -1.6747 -0.5474

---

# C3H6Cl3N2

A cluster of 2 separate species, C3H6Cl3N2 in total at a distorted geometry (ωB97M-V/def2-TZVPD, OMol25).

Summary:
Charge: +1
Gap between HOMO and LUMO (spin up / spin down) (eV): 6.65 / 8.77
ΔE to the lowest compared entry with this formula, charge and spin (kcal/mol): 76.9

Geometry (Å):
1 C -1.5988 -0.4326 -0.1991
2 C 2.2150 0.7449 0.8763
3 C 1.9826 -0.6744 0.5945
4 N -1.4932 0.8163 -0.4022
5 N -2.4781 -1.2890 -0.6989
6 Cl 1.3685 1.7554 -0.4176
7 Cl 0.3959 -1.0776 1.0711
8 Cl 2.9021 -1.4510 -0.4804
9 H 3.3046 0.9188 0.7471
10 H 1.8932 1.1116 1.7315
11 H -0.9948 1.4194 0.2398
12 H -2.1550 1.2120 -1.0356
13 H -2.1775 -2.1889 -0.7510
14 H -3.1644 -0.8649 -1.2755

---

# C3H6Cl3P

A cluster of 2 separate species, C3H6Cl3P in total at a distorted geometry (ωB97M-V/def2-TZVPD, OMol25).

Summary:
Charge: 0
Gap between HOMO and LUMO (eV): 8.83
ΔE to the lowest compared entry with this formula, charge and spin (kcal/mol): 73.5

Geometry (Å):
1 C -0.8698 0.0467 -1.3543
2 C -0.5164 -0.0512 1.7222
3 C 0.1553 -0.4084 -0.4319
4 P 1.9282 0.1646 -0.6528
5 Cl 0.2952 -2.1930 -0.5285
6 Cl 2.7230 -0.3648 1.0857
7 Cl 1.5598 2.1104 -0.4494
8 H -0.7750 0.0313 -2.4319
9 H -1.1866 1.0298 -1.3158
10 H -1.8814 -0.4573 -1.2965
11 H -0.4021 -1.0714 1.8560
12 H -1.3107 0.6570 1.5305
13 H 0.2806 0.5064 2.2667

---

# C3H6Cl3P

A cluster of 2 separate species, C3H6Cl3P in total at a distorted geometry (ωB97M-V/def2-TZVPD, OMol25).

Summary:
Charge: 0
Gap between HOMO and LUMO (eV): 9.63
ΔE to the lowest compared entry with this formula, charge and spin (kcal/mol): 46.8

Geometry (Å):
1 C -0.4721 1.5165 0.0843
2 C 1.5048 -0.5312 0.0718
3 C -0.4379 0.0825 0.4679
4 P -1.6563 -1.0051 -0.4018
5 Cl -0.6941 -0.1116 2.1856
6 Cl -0.9597 -2.7926 0.0737
7 Cl -1.0635 -0.7862 -2.2455
8 H -1.4744 1.7737 -0.1125
9 H 0.0770 1.5374 -0.8156
10 H -0.1059 2.1346 0.9286
11 H 1.9254 0.3177 -0.5271
12 H 1.2419 -1.3569 -0.6545
13 H 2.1148 -0.7787 0.9450

---

# C3H6ClF4O2PS

The molecule C3H6ClF4O2PS at a distorted geometry (ωB97M-V/def2-TZVPD, OMol25).

Summary:
Charge: 0
Gap between HOMO and LUMO (eV): 10.58
Structure (SMILES): O=S(=O)([PH2](Cl)CCF)C(F)(F)F
ΔE to the lowest compared entry with this formula, charge and spin (kcal/mol): 5.2

Geometry (Å):
1 O 0.3668 0.1812 2.1186
2 S 0.0491 0.8834 0.8979
3 O 1.1163 1.7030 0.3882
4 P -0.8410 -0.4376 -0.6358
5 Cl -1.8966 -1.6348 -2.1122
6 C 0.5544 -1.6577 -0.5358
7 C 1.9515 -1.0732 -0.8139
8 F 1.9635 -0.2346 -1.9057
9 C -1.3158 2.1144 1.3673
10 F -1.6116 2.0107 2.6323
11 F -0.9224 3.3290 1.0733
12 F -2.4171 1.8856 0.6270
13 H -0.9447 0.6410 -1.5320
14 H -1.9399 -0.6493 0.2245
15 H 0.5662 -2.2138 0.4122
16 H 0.3588 -2.4025 -1.3150
17 H 2.6572 -1.9012 -0.9746
18 H 2.3053 -0.5436 0.0835

---

# C3H6ClFO

The molecule C3H6ClFO at a distorted geometry (ωB97M-V/def2-TZVPD, OMol25).

Summary:
Charge: 0
Gap between HOMO and LUMO (eV): 11.59
Structure (SMILES): C[C@@H](O)[C@@H](F)Cl
ΔE to the lowest compared entry with this formula, charge and spin (kcal/mol): 44.9

Geometry (Å):
1 C 1.1599 0.0691 -0.0227
2 C -0.2086 -0.4443 0.3858
3 O -0.7477 0.2744 1.5304
4 C -0.9862 -0.0334 -0.8131
5 F -2.1869 -0.7914 -0.8788
6 Cl -1.0894 1.6821 -1.0780
7 H 1.6222 -0.0062 -0.9027
8 H 2.1341 -0.1143 0.6575
9 H 0.9420 1.2059 0.1775
10 H -0.0461 -1.5006 0.5507
11 H -0.1582 -0.0195 2.2225
12 H -0.4351 -0.3217 -1.8291

---

# C3H6ClN

The molecule C3H6ClN at a distorted geometry (ωB97M-V/def2-TZVPD, OMol25).

Summary:
Charge: 0
Gap between HOMO and LUMO (spin up / spin down) (eV): 8.44 / 9.02
ΔE to the lowest compared entry with this formula, charge and spin (kcal/mol): 68.3

Geometry (Å):
1 C 0.3589 0.6137 -0.4730
2 C -0.9698 0.7837 0.1860
3 C 0.5863 -0.8845 -0.1250
4 N -0.1293 -0.9984 1.0569
5 Cl -0.2814 -1.8326 -1.4335
6 H 0.4329 0.7868 -1.6721
7 H 1.0224 1.2347 0.0980
8 H -1.0858 1.4014 1.0188
9 H -1.8938 0.3991 -0.1937
10 H 1.6570 -1.1748 -0.1103
11 H 0.3025 -0.3290 1.6479

---

# C3H6ClN

A cluster of 2 separate species, C3H6ClN in total at a distorted geometry (ωB97M-V/def2-TZVPD, OMol25).

Summary:
Charge: 0
Gap between HOMO and LUMO (spin up / spin down) (eV): 6.97 / 6.97
ΔE to the lowest compared entry with this formula, charge and spin (kcal/mol): 38.6

Geometry (Å):
1 C 1.5336 -0.4017 1.0966
2 C 0.7539 -0.5204 -0.0289
3 C -0.2634 0.4531 -0.1631
4 N -0.9822 0.5400 -1.2431
5 Cl -2.5771 -0.4752 1.0657
6 H 2.1461 -1.2051 1.1185
7 H 1.5219 0.5163 1.7679
8 H 1.0404 -1.2628 -0.7803
9 H -0.2488 1.4885 0.3496
10 H -1.0084 -0.1608 -2.0253
11 H -1.9161 1.0282 -1.1577

---

# C3H6ClN3

The molecule C3H6ClN3 at a distorted geometry (ωB97M-V/def2-TZVPD, OMol25).

Summary:
Charge: 0
Gap between HOMO and LUMO (eV): 9.61
Structure (SMILES): ClN[C@@H]1C=NNC1
ΔE to the lowest compared entry with this formula, charge and spin (kcal/mol): 108.2

Geometry (Å):
1 Cl -2.2502 -1.3129 -0.6800
2 N -1.2190 -0.9126 0.5137
3 C 0.2494 -0.8837 -0.1772
4 C 1.2076 -0.5521 0.8851
5 N 0.9853 0.6990 1.0989
6 N 0.3547 1.4506 0.2609
7 C -0.0878 0.5911 -0.8495
8 H -1.5791 -0.1944 1.0784
9 H 0.2313 -1.7837 -0.6949
10 H 2.1410 -0.9622 1.1914
11 H 0.5852 2.3499 0.3483
12 H 0.5274 0.9565 -1.7914
13 H -1.1459 0.5546 -1.1837

---

| no. | calculated total energy (eV) |
| --- | --- |
| 1 | -3207.0201 |
| 2 | -156170.3406 |
| 3 | -118697.3709 |
| 4 | -78011.1654 |
| 5 | -78011.9847 |
| 6 | -78266.3716 |
| 7 | -100498.3589 |
| 8 | -82922.4608 |
| 9 | -27788.1086 |
| 10 | -28249.2906 |
| 11 | -38180.7264 |
| 12 | -38177.1404 |
| 13 | -43745.3116 |
| 14 | -50062.6959 |
| 15 | -50063.8545 |
| 16 | -50818.2198 |
| 17 | -20493.8721 |
| 18 | -17217.1312 |
| 19 | -17218.4167 |
| 20 | -20196.0395 |